No. 1
{"formula": "C27H51GaINO4P", "method": "ωB97M-V/def2-TZVPD", "e_tot_ha": -3978.70553, "homo_ev": -4.05, "lumo_ev": 2.1, "charge": -1, "species": ["I", "Ga", "P", "O", "O", "O", "O", "N", "C", "C", "C", "C", "C", "C", "C", "C", "C", "C", "C", "C", "C", "C", "C", "C", "C", "C", "C", "C", "C", "C", "C", "C", "C", "C", "C", "H", "H", "H", "H", "H", "H", "H", "H", "H", "H", "H", "H", "H", "H", "H", "H", "H", "H", "H", "H", "H", "H", "H", "H", "H", "H", "H", "H", "H", "H", "H", "H", "H", "H", "H", "H", "H", "H", "H", "H", "H", "H", "H", "H", "H", "H", "H", "H", "H", "H", "H"], "positions_angstrom": [[0.260307, 1.607988, 6.027661], [-1.855044, 0.171373, 1.139964], [-2.838655, -1.873570, 0.515589], [5.426641, -1.705362, 2.424694], [5.010401, -1.917031, 4.742293], [3.344069, 2.000091, -3.050939], [-3.396107, -0.568330, -2.455186], [-3.679917, 4.432991, -1.300203], [-2.449755, 4.478941, -0.599113], [-1.905164, 3.231003, 0.106973], [-1.557222, 2.339537, 5.049195], [-1.483698, 1.915445, 3.500617], [4.642177, 2.080794, -5.074419], [-3.080244, -1.869468, -4.451826], [-5.200002, -1.812585, 2.240802], [4.363745, -2.571314, 1.882656], [-4.313427, 3.169192, -1.328305], [-3.376136, -0.492927, -3.876058], [5.125620, 1.227428, 2.768947], [-2.271200, 0.529087, 3.168744], [3.120969, -1.054278, 0.027131], [4.294155, -0.069587, -3.823222], [-2.249683, -3.103996, 1.876855], [2.479640, 0.414352, -0.053049], [-3.923441, 1.826299, -0.693525], [-0.948548, -3.941418, 1.443001], [0.870609, 0.403979, -0.331574], [-2.579091, 1.817426, 0.134461], [4.685065, 0.353096, 3.806881], [0.181277, -0.095372, 1.031532], [-2.335088, 0.526203, -4.313186], [3.682320, 1.264068, -4.223067], [5.050164, -1.208068, 3.699729], [-4.725041, -1.860318, 0.699047], [3.052105, -1.748059, 1.474536], [3.598039, -0.640507, -3.202690], [3.043425, 1.036404, -0.823067], [0.748204, 0.388511, 1.899180], [-3.085956, -3.837689, 2.149028], [4.907888, 1.548296, -5.991481], [-5.310723, 3.146791, -1.908326], [-2.554070, 1.507109, -3.882669], [-2.521497, -0.858037, -2.156898], [-3.074652, -1.847647, -5.545342], [4.198313, -1.086990, -0.384926], [5.050353, 2.369930, 2.846937], [-4.577575, 0.902884, -0.793557], [2.755484, 1.091813, -4.776996], [-0.920146, 3.347945, 0.687007], [2.747872, -0.978648, 2.259310], [4.549512, -0.666658, -4.702734], [2.505252, -1.726378, -0.684745], [-5.260427, -1.033555, 0.128353], [-3.385604, 0.767687, 3.216602], [-2.109328, -2.237046, -4.104686], [-1.861622, 5.454595, -0.510360], [4.137312, -3.426166, 2.626373], [4.048283, 0.753991, 4.674675], [-5.167538, -2.867084, 2.687908], [-4.369057, -0.165478, -4.198351], [-0.388198, 1.852113, 3.146702], [0.580425, 1.472165, -0.599720], [0.376390, -1.233859, 1.101104], [-1.338239, 0.241209, -3.961077], [4.193960, 3.040705, -5.344494], [-5.102953, -2.858545, 0.258724], [-1.937451, -0.332125, 3.838664], [2.657435, 0.917979, 0.974134], [-1.957941, 2.774204, 2.890040], [-4.493834, -1.172763, 2.873121], [0.710572, -0.361567, -1.162052], [-1.553576, 3.494525, 5.071992], [2.195068, -2.522210, 1.432539], [-0.825864, -3.942455, 0.305013], [-0.012689, -3.492839, 1.951784], [-2.518816, 1.939867, 5.510578], [-1.009644, -5.020063, 1.852231], [5.200537, 0.079692, -3.227108], [4.157245, 2.157906, -2.553006], [-6.245405, -1.354016, 2.357580], [5.572448, 0.756629, 1.821352], [-2.306890, 0.620075, -5.402594], [-2.019291, -2.520310, 2.844314], [-3.829473, -2.593476, -4.119997], [4.822011, -3.088797, 0.965687], [5.560630, 2.304275, -4.521696]], "atomic_forces_ev_per_a": [[-0.84, 0.25, -0.01], [0.15, 0.30, 1.25], [-0.14, -0.87, -0.57], [-1.39, 0.51, 1.68], [0.20, 2.40, -4.26], [-0.24, 0.12, -0.12], [-0.29, 0.02, -0.34], [1.80, -2.89, 1.63], [-0.97, -3.72, 0.83], [-1.65, -0.37, -0.86], [-0.57, 1.04, -1.75], [-0.43, -0.56, -0.05], [-0.09, 0.18, -0.25], [-0.22, -0.22, -0.14], [0.17, 0.16, 0.11], [-0.60, -0.78, -0.44], [0.36, -1.37, 0.87], [0.68, -0.16, 0.27], [-0.78, -2.00, 1.87], [0.45, 1.62, -0.17], [-0.35, -0.39, -0.46], [-0.19, -0.28, 0.02], [0.11, -0.13, 0.95], [0.12, 0.07, 0.38], [2.91, 3.71, 0.94], [0.18, 0.05, 0.66], [1.80, -0.36, 1.35], [-2.29, 4.09, -2.89], [1.15, 1.22, -2.95], [0.73, -0.52, -0.90], [-0.07, 0.33, -0.10], [0.65, 0.03, 0.28], [-0.68, -0.44, 2.88], [-1.11, -0.76, 1.04], [-0.31, -0.78, -0.30], [0.01, 0.06, -0.09], [-0.83, -0.88, 0.82], [-0.86, -0.60, -1.00], [1.02, 1.06, -0.55], [0.03, 0.04, 0.05], [1.71, 0.25, 0.92], [-0.04, -0.09, -0.03], [-0.20, -0.08, 0.19], [0.03, -0.03, 0.03], [-1.50, 0.25, 0.77], [-0.14, -2.01, -0.15], [1.04, 1.53, 0.01], [-0.03, 0.12, 0.20], [-1.57, -0.17, -1.00], [0.59, -1.10, -0.91], [0.02, 0.01, 0.06], [1.00, 0.98, 0.96], [1.10, -0.96, 0.57], [1.32, -0.54, 0.39], [0.00, 0.13, -0.04], [-1.14, -1.46, -0.33], [0.28, 1.57, -0.92], [1.43, -1.03, -1.20], [-0.23, 1.51, -0.58], [0.01, -0.01, 0.18], [-1.63, 0.12, 0.69], [0.10, -1.53, 0.08], [-0.28, 1.69, 0.02], [-0.06, -0.11, -0.05], [-0.02, -0.12, -0.01], [0.48, 1.53, 0.55], [-0.58, 1.21, -0.68], [-0.29, -0.64, -1.57], [0.57, -1.36, 0.93], [-0.91, -0.82, -0.97], [-0.16, 1.29, 0.81], [0.19, -1.89, 0.48], [1.33, 1.20, 0.24], [-0.11, -0.08, 1.64], [-1.39, -0.58, -1.04], [1.61, 0.39, -0.31], [0.02, 1.59, -0.82], [0.02, 0.07, -0.11], [-0.13, -0.05, -0.10], [1.34, -0.87, -0.18], [-0.53, 0.89, 1.69], [0.04, 0.00, 0.03], [-0.32, -0.96, -1.36], [0.02, 0.10, -0.03], [-0.60, 0.99, 1.26], [-0.01, -0.15, 0.01]], "mulliken_charge": [-0.08, -0.91, 0.15, -0.35, -0.59, -0.53, -0.18, -0.61, -0.37, 0.01, -0.93, -0.37, -1.34, -1.36, -0.74, -0.80, -0.24, 0.39, -0.57, -0.48, -0.46, -1.10, -0.43, 0.05, 0.06, -0.69, -0.41, 0.65, -0.10, 0.58, -1.14, 0.36, 0.61, -0.58, 0.59, 0.20, -0.34, 0.03, 0.39, 0.39, 0.25, 0.25, 0.08, 0.43, 0.25, 0.27, -0.12, 0.26, 0.22, 0.06, 0.43, 0.28, 0.23, 0.33, 0.31, 0.27, 0.32, 0.32, 0.25, 0.26, 0.14, 0.19, -0.55, 0.22, 0.32, 0.36, 0.21, 0.29, 0.09, 0.08, 0.21, 0.43, -0.40, 0.25, -0.01, 0.36, 0.34, 0.30, 0.35, 0.30, 0.20, 0.42, 0.14, 0.32, 0.35, 0.35]}

No. 2
{"formula": "C27H51IN5O6RbSSe", "method": "ωB97M-V/def2-TZVPD", "e_tot_ha": -4906.08140, "homo_ev": 0.70, "lumo_ev": 3.5, "charge": -2, "species": ["I", "Rb", "Se", "S", "O", "O", "O", "O", "O", "O", "N", "N", "N", "N", "N", "C", "C", "C", "C", "C", "C", "C", "C", "C", "C", "C", "C", "C", "C", "C", "C", "C", "C", "C", "C", "C", "C", "C", "C", "C", "C", "C", "H", "H", "H", "H", "H", "H", "H", "H", "H", "H", "H", "H", "H", "H", "H", "H", "H", "H", "H", "H", "H", "H", "H", "H", "H", "H", "H", "H", "H", "H", "H", "H", "H", "H", "H", "H", "H", "H", "H", "H", "H", "H", "H", "H", "H", "H", "H", "H", "H", "H", "H"], "positions_angstrom": [[1.603198, -4.198731, -4.392613], [0.021548, -2.554193, -1.005226], [-3.027479, 1.599029, -3.796900], [-0.138430, -5.037820, 0.870305], [2.545711, -2.442530, -0.598699], [-0.817799, -4.823133, -0.452736], [-0.653487, -2.151510, 1.728382], [-2.452113, -1.395331, -2.808329], [-2.361908, -3.581160, 1.962686], [4.284144, -1.548756, 0.509208], [2.403267, 0.859882, -0.094904], [-2.339623, -0.102902, 1.073544], [-0.551087, 1.972170, -0.178703], [0.617665, -1.485982, -3.839288], [0.357759, 0.288753, 1.945013], [-0.555629, 4.430703, -0.022583], [1.468738, -5.742231, 0.437881], [0.064626, 0.244030, -5.404552], [0.095864, 3.341564, -2.163267], [-2.027309, 2.061511, -0.222779], [1.767315, -0.193907, 2.001717], [3.323292, -1.506832, -0.282875], [-0.857420, -6.551324, 1.508888], [1.004673, -1.819774, -6.180522], [0.673875, 2.014647, 3.699833], [-4.044508, 1.078139, 2.500019], [2.730875, 0.758850, 1.319631], [2.590476, 2.207218, -0.650096], [-1.873158, -2.494811, 1.620235], [-0.274226, -0.233494, 4.265303], [1.008395, -2.219359, -4.858009], [0.136778, -0.269840, -4.116975], [-1.594848, 1.434412, 2.900487], [1.582412, 3.232984, -0.131875], [0.528470, -0.538645, -6.444601], [-0.204448, 0.869311, 3.206014], [4.012063, 2.752175, -0.432618], [-2.650606, 0.448123, 2.396078], [0.133216, 3.211210, -0.640906], [-2.826501, -1.473341, 0.977673], [3.051528, -0.141625, -0.962109], [-2.702847, 0.711612, -0.088667], [4.766257, 1.990254, -0.631049], [-0.926467, 3.312916, -2.552623], [-3.809540, -1.609194, 1.448933], [-3.245461, -1.772723, -3.197097], [-4.294492, 1.282317, 3.544670], [0.030156, 5.325532, -0.245393], [2.441438, 2.101473, -1.727831], [-0.631237, 4.334945, 1.065644], [4.028101, 0.218708, -1.312802], [0.206155, 0.960225, 1.157106], [-0.867260, -7.279385, 0.698040], [-0.247334, -0.555348, 1.694647], [0.696062, -0.388793, 4.741309], [2.049553, -0.360566, 3.041290], [-1.488088, 2.255143, 2.192266], [1.789410, -1.165586, 1.511220], [2.645563, 1.748116, 1.770445], [-2.945359, -1.750749, -0.074575], [-2.380902, 2.429987, -1.198623], [-1.959042, 1.865983, 3.839905], [-0.274653, -6.905219, 2.358757], [0.488014, -0.179597, -7.466572], [0.687708, 2.837450, 2.984053], [-2.467500, 0.131668, -0.981526], [-0.595643, -1.180886, 3.831988], [4.198580, 3.600046, -1.095236], [-0.427477, 1.201224, -5.535424], [-0.983669, 0.058462, 5.041615], [2.411625, -0.292692, -1.834204], [-1.866957, -6.292480, 1.821227], [0.584818, 4.271901, -2.476697], [-4.096878, 2.016453, 1.946613], [0.608590, 2.507932, -2.648533], [-2.544878, -0.422899, -3.122623], [1.981686, 4.219889, -0.391564], [-4.801894, 0.407673, 2.093156], [1.941566, -6.145242, 1.333940], [4.144884, 3.098162, 0.596010], [1.562588, 3.198122, 0.962420], [1.319034, -6.516200, -0.315501], [3.746814, 0.389235, 1.488053], [-1.553420, 4.571545, -0.434384], [-2.634902, -0.406791, 3.082645], [-3.785421, 0.893104, -0.155445], [1.341486, -2.482742, -6.964708], [0.268501, 2.389152, 4.641625], [1.698441, 1.687999, 3.882486], [-0.275012, 0.318851, -3.302664], [2.077817, -4.927176, 0.040070], [-2.362763, 2.752543, 0.554455], [-0.301073, 1.248180, -0.852548]], "atomic_forces_ev_per_a": [[0.06, 0.03, 0.00], [-0.43, 1.63, -1.15], [0.28, 0.06, 0.07], [0.16, -0.53, -0.01], [0.50, -0.07, 0.21], [-0.18, -1.13, 0.46], [-0.02, 0.05, 0.09], [0.20, 0.02, 0.12], [0.05, -0.08, 0.10], [0.04, -0.03, 0.00], [-0.08, 0.11, -0.12], [0.03, -0.02, 0.14], [-0.06, 0.13, -0.14], [0.09, 0.05, -0.07], [0.09, -0.37, 0.17], [0.02, 0.04, -0.02], [-0.07, 0.06, -0.04], [-0.07, 0.01, 0.05], [-0.04, 0.01, -0.03], [-0.04, -0.01, -0.16], [-0.03, -0.06, 0.07], [0.12, -0.05, -0.03], [-0.07, 0.07, 0.03], [0.01, 0.04, 0.01], [0.01, -0.01, 0.02], [0.01, -0.02, 0.00], [0.01, -0.01, 0.04], [0.04, -0.01, -0.07], [-0.29, 0.04, 0.19], [0.01, -0.02, 0.05], [-0.04, -0.05, 0.05], [-0.06, -0.03, 0.02], [-0.05, 0.03, 0.00], [0.04, 0.01, 0.02], [-0.01, 0.01, -0.05], [0.04, -0.10, 0.00], [-0.01, 0.00, 0.00], [0.00, -0.05, 0.06], [-0.02, -0.03, -0.04], [0.04, 0.10, -0.04], [0.02, -0.03, -0.06], [-0.09, -0.03, 0.00], [0.01, 0.02, 0.00], [-0.03, 0.00, -0.04], [-0.03, -0.01, -0.08], [-0.08, -0.07, -0.01], [0.01, 0.00, -0.01], [-0.01, -0.01, 0.01], [0.00, -0.02, 0.02], [0.01, -0.01, 0.01], [0.00, -0.01, 0.01], [-0.04, 0.22, -0.13], [-0.02, -0.04, 0.02], [0.10, 0.07, 0.15], [-0.01, -0.01, -0.01], [0.00, 0.00, -0.01], [0.02, 0.00, 0.04], [-0.01, 0.01, 0.04], [-0.01, 0.00, 0.03], [0.05, 0.06, -0.02], [-0.02, 0.00, 0.00], [0.00, 0.02, -0.02], [0.00, 0.00, 0.02], [-0.01, 0.00, 0.00], [0.00, 0.02, -0.03], [-0.02, 0.02, -0.06], [0.01, 0.02, 0.01], [0.00, 0.01, 0.01], [0.00, -0.01, 0.00], [0.01, 0.02, 0.04], [0.01, 0.00, -0.01], [-0.01, 0.01, -0.01], [-0.03, -0.03, -0.01], [-0.01, 0.02, -0.02], [0.03, 0.01, 0.02], [-0.05, -0.05, 0.05], [0.01, -0.01, 0.01], [-0.02, -0.01, -0.01], [0.02, 0.01, 0.01], [0.00, 0.00, 0.01], [0.01, 0.04, 0.03], [0.01, -0.03, 0.00], [-0.01, 0.02, 0.01], [0.00, 0.02, 0.00], [-0.01, 0.01, -0.04], [0.00, -0.01, -0.03], [-0.01, 0.00, 0.01], [-0.01, 0.01, 0.00], [0.00, 0.01, 0.02], [-0.04, -0.02, 0.00], [0.00, 0.01, 0.01], [-0.01, -0.03, -0.02], [0.01, -0.04, 0.03]], "mulliken_charge": [-0.02, 0.77, -1.44, 0.92, -0.52, -0.86, -1.00, -0.16, -0.83, -0.76, 1.10, 1.39, 0.94, 0.32, 3.14, -2.10, -0.96, -0.90, -1.52, -1.63, -0.62, -0.35, -1.21, -0.45, -1.94, -2.00, -1.54, 0.12, 0.47, -1.81, -0.10, 0.26, -1.63, -1.89, -0.43, 2.57, -1.86, 0.14, 1.74, -0.78, -0.21, -0.59, 0.37, 0.33, 0.15, 0.18, 0.53, 0.52, 0.46, 0.32, 0.43, -1.34, 0.32, -0.26, 0.47, 0.29, -0.47, 0.31, 0.91, 0.39, 0.56, 0.74, 0.37, 0.36, 0.31, 0.09, 0.14, 0.52, 0.39, 0.44, 0.01, 0.30, 0.39, 0.29, 0.10, -0.27, 0.71, 0.36, 0.38, 0.29, 0.09, 0.33, 0.47, 0.36, 0.71, 0.00, 0.37, 0.57, 0.28, 0.23, 0.19, 0.60, -0.32]}